# C4H7N5

C4H7N5 in the gas phase at a distorted geometry (ωB97M-V/def2-TZVPD, the OMol25 dataset).

CARTESIAN COORDINATES (ANGSTROEM)
1 C 3.557 0.302 -0.026
2 N 2.188 -0.023 -0.189
3 C 1.290 0.813 0.018
4 N -0.189 0.497 -0.134
5 N -1.115 1.475 -0.407
6 N -2.270 0.892 -0.342
7 C -2.075 -0.363 -0.023
8 C -3.181 -1.348 0.186
9 N -0.789 -0.697 0.080
10 H 3.784 0.977 -0.914
11 H 4.168 -0.634 -0.141
12 H 3.780 0.820 0.900
13 H 1.454 1.852 0.229
14 H -3.996 -0.638 -0.235
15 H -3.169 -2.406 -0.179
16 H -3.434 -1.521 1.176

- multiplicity = 1
- frontier orbital gap (eV) = 10.44
- energy relative to the best compared isomer or geometry (same formula, charge and spin) (eV) = 4.1657
- charge = 0
- molar mass (g/mol) = 125.13
- maximum force (eV Å⁻¹) = 4.1

# C55H78InN5O3S2

A molecular structure, C55H78InN5O3S2 (ωB97M-V/def2-TZVPD, the OMol25 dataset).

CARTESIAN COORDINATES (ANGSTROEM)
1 In -0.190 -0.742 0.336
2 C 4.395 2.067 -6.541
3 C 2.911 1.676 -6.495
4 C 2.052 2.883 -6.896
5 C 2.678 0.559 -7.510
6 C 2.546 1.256 -5.078
7 C 2.167 0.018 -4.743
8 C 1.889 -0.393 -3.326
9 C 0.854 -1.519 -3.303
10 N 0.832 -2.416 -2.148
11 C 2.125 -3.088 -1.967
12 C 3.084 -1.528 -0.093
13 N 2.487 -2.241 1.046
14 C 0.849 -4.303 1.586
15 C -0.086 -4.591 0.411
16 N -0.931 -3.468 -0.013
17 C -1.329 -3.624 -1.402
18 C -0.178 -3.474 -2.405
19 C -2.090 -3.423 0.882
20 C -3.197 -2.385 0.701
21 C -4.286 -2.618 1.542
22 C -5.401 -1.805 1.578
23 C -5.411 -0.721 0.694
24 C -4.366 -0.434 -0.161
25 C -3.193 -1.255 -0.152
26 O -2.175 -0.937 -0.900
27 C -4.400 0.780 -1.092
28 C -4.200 0.326 -2.545
29 C -5.731 1.536 -1.027
30 C -3.290 1.768 -0.707
31 C -6.573 -2.014 2.534
32 C -6.718 -0.783 3.441
33 C -6.380 -3.237 3.431
34 C -7.872 -2.207 1.739
35 C 2.897 -1.636 2.336
36 C 2.226 -0.366 2.777
37 C 2.992 0.783 2.913
38 C 2.494 1.943 3.490
39 C 1.170 1.891 3.942
40 C 0.362 0.771 3.853
41 C 0.884 -0.429 3.258
42 O 0.190 -1.500 3.132
43 C -1.079 0.781 4.364
44 C -1.273 -0.313 5.423
45 C -2.036 0.523 3.194
46 C -1.478 2.116 5.003
47 C 3.332 3.196 3.735
48 C 4.721 3.098 3.101
49 C 3.518 3.394 5.248
50 C 2.637 4.440 3.164
51 C 1.472 0.824 -2.537
52 O 0.475 0.850 -1.838
53 C 2.270 2.062 -2.761
54 C 2.684 2.261 -4.019
55 C 2.422 3.085 -1.644
56 C 3.691 3.920 -1.861
57 C 2.547 2.395 -0.284
58 C 1.195 4.005 -1.635
59 H 4.668 2.396 -7.547
60 H 5.021 1.215 -6.272
61 H 4.621 2.878 -5.849
62 H 2.259 3.166 -7.931
63 H 2.253 3.749 -6.264
64 H 0.991 2.644 -6.808
65 H 2.939 0.914 -8.509
66 H 1.633 0.246 -7.521
67 H 3.296 -0.312 -7.293
68 H 2.112 -0.775 -5.476
69 H 1.022 -2.116 -4.217
70 H -0.135 -1.057 -3.373
71 H 2.456 -3.519 -2.925
72 H 1.984 -3.912 -1.274
73 H 2.468 -0.637 -0.251
74 H 4.079 -1.157 0.187
75 H 0.520 -3.440 2.176
76 H 0.888 -5.167 2.251
77 H -0.743 -5.443 0.663
78 H 0.507 -4.914 -0.443
79 H -2.085 -2.875 -1.610
80 H -1.772 -4.625 -1.571
81 H -0.646 -3.303 -3.381
82 H 0.352 -4.428 -2.503
83 H -1.694 -3.315 1.897
84 H -2.584 -4.413 0.841
85 H -4.223 -3.480 2.197
86 H -6.278 -0.074 0.694
87 H -5.004 -0.351 -2.845
88 H -3.248 -0.190 -2.648
89 H -4.212 1.192 -3.213
90 H -6.576 0.897 -1.293
91 H -5.701 2.366 -1.737
92 H -5.912 1.954 -0.035
93 H -2.309 1.307 -0.806
94 H -3.417 2.093 0.327
95 H -3.335 2.650 -1.353
96 H -5.803 -0.627 4.014
97 H -7.550 -0.914 4.139
98 H -6.901 0.119 2.857
99 H -5.474 -3.148 4.031
100 H -6.313 -4.155 2.845
101 H -7.229 -3.330 4.113
102 H -8.062 -1.358 1.082
103 H -8.726 -2.313 2.414
104 H -7.807 -3.102 1.118
105 H 3.984 -1.469 2.310
106 H 2.697 -2.393 3.096
107 H 4.016 0.744 2.555
108 H 0.765 2.782 4.404
109 H -0.938 -1.271 5.032
110 H -2.331 -0.383 5.695
111 H -0.702 -0.076 6.325
112 H -1.925 -0.495 2.829
113 H -1.827 1.206 2.368
114 H -3.076 0.666 3.506
115 H -0.816 2.386 5.828
116 H -2.492 2.026 5.401
117 H -1.477 2.931 4.276
118 H 5.308 2.296 3.548
119 H 5.263 4.037 3.252
120 H 4.659 2.912 2.029
121 H 4.000 2.519 5.687
122 H 2.556 3.528 5.744
123 H 4.137 4.274 5.455
124 H 2.517 4.350 2.082
125 H 3.224 5.339 3.374
126 H 1.645 4.575 3.596
127 H 3.177 3.191 -4.270
128 H 4.559 3.274 -1.992
129 H 3.861 4.551 -0.986
130 H 3.614 4.578 -2.728
131 H 3.406 1.722 -0.265
132 H 1.660 1.823 -0.016
133 H 2.701 3.151 0.487
134 H 1.102 4.538 -2.584
135 H 1.282 4.738 -0.829
136 H 0.288 3.424 -1.473
137 S 2.572 -3.949 1.130
138 C 3.275 -2.253 -1.432
139 S 3.583 -0.940 -2.738
140 C 4.531 -3.074 -1.425
141 C 5.666 -2.655 -0.717
142 N 6.603 -2.299 -0.130
143 C 4.658 -4.223 -2.218
144 N 4.762 -5.174 -2.878

- multiplicity = 1
- frontier orbital gap (eV) = 5.67
- energy relative to the best compared isomer or geometry (same formula, charge and spin) (eV) = 0.0000
- charge = -2
- molar mass (g/mol) = 1036.21
- maximum force (eV Å⁻¹) = 0.3

# C35H62BBr6ClF11LiN6O13P2V

A molecular structure, C35H62BBr6ClF11LiN6O13P2V at a distorted geometry (ωB97M-V/def2-TZVPD, the OMol25 dataset).

CARTESIAN COORDINATES (ANGSTROEM)
1 C -1.370 -4.102 2.625
2 C -1.788 -3.014 1.700
3 C -1.678 -1.382 2.049
4 C -0.823 -1.210 3.421
5 C 0.778 -1.520 3.388
6 C -1.038 -0.635 0.710
7 C 0.373 -1.307 0.148
8 O 0.262 -1.719 -1.292
9 C 0.617 -3.173 -1.395
10 C -0.531 -4.370 -1.540
11 O 1.900 -3.619 -1.402
12 C -0.902 1.016 0.969
13 O 0.365 1.408 1.595
14 B -0.837 1.651 -0.585
15 O -1.815 1.297 -1.655
16 C 0.311 2.784 -1.044
17 C -0.329 4.302 -1.003
18 N -2.154 1.506 1.582
19 C -2.160 2.576 2.550
20 F -1.362 2.390 3.820
21 F -1.518 3.797 1.924
22 C -3.624 3.142 3.081
23 F -4.156 4.268 2.228
24 F -3.357 3.798 4.417
25 C -3.273 0.515 1.525
26 N -4.328 0.857 0.690
27 C -4.495 2.139 -0.083
28 N -4.984 1.936 -1.531
29 N -5.374 -0.066 0.471
30 C -4.972 -1.142 -0.511
31 C -5.963 -2.437 -0.210
32 C -7.284 -2.446 -1.218
33 C -7.784 -4.005 -1.534
34 N -3.031 -0.758 2.246
35 C -4.081 -1.465 2.929
36 C -3.932 -1.995 4.458
37 C -3.579 -0.651 5.388
38 Br -2.559 -1.203 7.012
39 H -2.049 -4.425 3.552
40 H -0.328 -4.657 2.556
41 H -2.175 -3.357 0.626
42 H -0.958 -0.112 3.798
43 H -1.210 -1.898 4.318
44 H 1.418 -0.832 2.690
45 H 1.174 -1.376 4.506
46 H 0.965 -2.646 3.109
47 H -1.757 -0.874 -0.218
48 H 1.289 -0.571 0.179
49 H 0.699 -2.277 0.714
50 H -1.620 -3.930 -1.688
51 H -0.493 -5.092 -0.598
52 H -0.331 -5.079 -2.476
53 H 0.445 1.113 2.546
54 H -1.337 0.966 -2.472
55 H 1.327 2.665 -0.477
56 H 0.517 2.546 -2.195
57 H -1.514 4.320 -1.139
58 H 0.095 4.940 -1.905
59 H -0.111 4.895 -0.016
60 H -4.415 2.312 3.301
61 H -3.568 2.834 -0.161
62 H -5.348 2.761 0.468
63 H -4.692 2.828 -2.018
64 H -4.405 1.176 -2.001
65 H -6.259 0.421 0.212
66 H -5.154 -0.850 -1.648
67 H -3.870 -1.521 -0.325
68 H -6.317 -2.458 0.927
69 H -5.415 -3.472 -0.405
70 H -8.134 -1.820 -0.690
71 H -6.959 -2.007 -2.262
72 H -7.254 -4.402 -2.508
73 H -8.956 -3.966 -1.739
74 H -7.541 -4.729 -0.633
75 H -4.439 -2.403 2.279
76 H -5.057 -0.771 2.966
77 H -3.156 -2.862 4.626
78 H -5.013 -2.347 4.814
79 H -4.565 -0.114 5.724
80 H -2.935 0.133 4.783
81 Br -1.414 0.998 -4.803
82 C 0.206 1.909 -5.395
83 C 1.389 0.969 -5.409
84 Br 2.061 0.654 -3.605
85 H 0.345 2.773 -4.740
86 H -0.020 2.259 -6.408
87 H 2.228 1.414 -5.951
88 H 1.161 -0.010 -5.840
89 F 1.644 6.034 -1.942
90 F -3.371 -1.682 -4.128
91 P -3.455 -3.239 -4.113
92 F -4.110 -3.159 -5.525
93 F -2.699 -4.470 -3.530
94 F -4.767 -4.076 -4.025
95 F -3.719 -2.781 -2.646
96 F -2.067 -3.263 -4.821
97 C 8.045 1.707 -3.819
98 O 7.746 2.030 -2.474
99 P 6.429 1.111 -1.832
100 O 6.204 2.178 -0.757
101 O 7.493 -0.019 -1.266
102 C 8.590 0.400 -0.474
103 O 5.112 0.191 -1.189
104 C 4.833 -1.004 -1.892
105 H 8.901 2.307 -4.142
106 H 8.300 0.645 -3.904
107 H 7.186 1.932 -4.452
108 H 8.404 1.354 0.029
109 H 9.474 0.491 -1.111
110 H 8.786 -0.361 0.286
111 H 5.660 -1.711 -1.787
112 H 4.662 -0.785 -2.949
113 H 3.932 -1.456 -1.470
114 Li -9.456 -2.534 -3.068
115 C -7.795 5.524 2.754
116 Br -7.298 5.040 4.572
117 Br -7.248 4.169 1.469
118 Br -9.690 5.938 2.608
119 H -7.247 6.439 2.506
120 O -8.633 9.662 2.063
121 V -9.890 9.917 3.264
122 O -11.146 10.172 4.465
123 Cl -0.546 -0.082 -6.598
124 O -1.761 -4.049 9.050
125 H -2.331 -3.335 8.832
126 C 15.176 0.141 -0.673
127 C 14.245 0.784 0.144
128 C 13.052 0.143 0.485
129 C 12.804 -1.150 0.004
130 C 13.734 -1.795 -0.822
131 C 14.922 -1.143 -1.159
132 N 11.564 -1.840 0.380
133 O 10.758 -1.229 1.097
134 O 11.396 -2.995 -0.037
135 H 16.107 0.643 -0.931
136 H 14.450 1.785 0.517
137 H 12.337 0.658 1.122
138 H 13.552 -2.797 -1.206
139 H 15.652 -1.636 -1.797

- multiplicity = 1
- frontier orbital gap (eV) = 0.92
- charge = -1
- molar mass (g/mol) = 1629.41
- maximum force (eV Å⁻¹) = 10.8

# C19H17FN2O4

C19H17FN2O4 in the gas phase (ωB97M-V/def2-TZVPD, the OMol25 dataset).

CARTESIAN COORDINATES (ANGSTROEM)
1 O 0.434 0.076 1.647
2 C 0.911 0.798 0.792
3 N 0.181 1.737 0.121
4 N -1.207 1.788 0.151
5 C -2.002 1.749 1.357
6 C -3.393 1.446 0.790
7 C -3.632 -0.050 0.574
8 O -4.602 -0.490 0.018
9 O -2.632 -0.780 1.051
10 C -2.514 -2.147 0.655
11 C -1.189 -2.282 -0.045
12 C -0.153 -3.058 0.451
13 C 1.076 -3.088 -0.186
14 C 1.299 -2.321 -1.317
15 C 0.282 -1.535 -1.830
16 C -0.943 -1.535 -1.193
17 F -1.937 -0.778 -1.701
18 C -3.362 2.114 -0.596
19 C -1.895 2.079 -0.978
20 O -1.371 2.294 -2.049
21 C 2.356 0.781 0.437
22 C 3.016 1.835 -0.189
23 C 4.363 1.726 -0.489
24 C 5.061 0.572 -0.172
25 C 4.413 -0.473 0.466
26 C 3.071 -0.366 0.774
27 H 0.517 2.114 -0.761
28 H -1.625 0.982 2.033
29 H -1.983 2.725 1.859
30 H -4.200 1.833 1.414
31 H -2.549 -2.766 1.553
32 H -3.353 -2.396 -0.007
33 H -0.313 -3.638 1.347
34 H 1.869 -3.702 0.212
35 H 2.264 -2.328 -1.798
36 H 0.421 -0.923 -2.708
37 H -3.695 3.153 -0.555
38 H -3.969 1.585 -1.330
39 H 2.499 2.755 -0.421
40 H 4.871 2.548 -0.971
41 H 6.110 0.494 -0.414
42 H 4.957 -1.369 0.726
43 H 2.547 -1.162 1.280

- multiplicity = 1
- frontier orbital gap (eV) = 9.40
- energy relative to the best compared isomer or geometry (same formula, charge and spin) (eV) = 1.1573
- charge = 0
- molar mass (g/mol) = 356.35
- maximum force (eV Å⁻¹) = 0.9

# C4H7NO

C4H7NO in the gas phase (ωB97M-V/def2-TZVPD, the OMol25 dataset).

CARTESIAN COORDINATES (ANGSTROEM)
1 C -0.138 1.443 0.608
2 C -0.643 0.188 -0.101
3 C 0.320 -0.374 -1.163
4 N 1.074 -1.417 -0.454
5 C 0.400 -1.649 0.593
6 O -0.698 -0.907 0.857
7 H -0.405 1.391 1.667
8 H 0.950 1.545 0.532
9 H -0.594 2.340 0.180
10 H -1.663 0.330 -0.465
11 H -0.212 -0.850 -1.995
12 H 0.989 0.383 -1.581
13 H 0.621 -2.423 1.322

- multiplicity = 1
- frontier orbital gap (eV) = 10.61
- energy relative to the best compared isomer or geometry (same formula, charge and spin) (eV) = 1.0406
- charge = 0
- molar mass (g/mol) = 85.11
- maximum force (eV Å⁻¹) = 0.4

# C5H10MgO3Ru

A molecular structure, C5H10MgO3Ru at a distorted geometry (ωB97M-V/def2-TZVPD, the OMol25 dataset).

CARTESIAN COORDINATES (ANGSTROEM)
1 O -0.184 -1.319 -0.914
2 C -0.914 -0.338 -1.614
3 C -2.167 -0.010 -0.819
4 O -1.801 0.337 0.525
5 C -1.814 1.726 0.835
6 Ru -0.285 -0.850 1.196
7 H -1.200 -0.701 -2.613
8 H -0.304 0.570 -1.729
9 H -2.819 -0.891 -0.754
10 H -2.736 0.811 -1.274
11 H -1.495 1.820 1.879
12 H -1.114 2.270 0.185
13 H -2.831 2.113 0.691
14 C 1.462 -2.011 0.699
15 C 1.336 -0.998 -0.407
16 O 1.313 0.241 0.161
17 Mg 2.068 2.039 -0.210
18 H 2.366 -1.824 1.298
19 H 1.372 -3.045 0.336
20 H 1.948 -1.038 -1.325

- multiplicity = 6
- <S²> = 8.76
- frontier orbital gap (spin up / spin down) (eV) = 7.57 / 7.39
- energy relative to the best compared isomer or geometry (same formula, charge and spin) (eV) = 0.6418
- charge = +1
- molar mass (g/mol) = 243.51
- maximum force (eV Å⁻¹) = 3.7

# C23H21AuN2O5PS

A molecular structure, C23H21AuN2O5PS at a distorted geometry (ωB97M-V/def2-TZVPD, the OMol25 dataset).

CARTESIAN COORDINATES (ANGSTROEM)
1 Au -1.170 0.517 1.041
2 O -2.658 -1.484 -2.362
3 C -2.082 -1.672 -1.307
4 O -2.281 -1.428 -0.124
5 C -0.672 -2.399 -1.580
6 C -0.692 -3.521 -2.384
7 C 0.508 -4.162 -2.662
8 C 1.698 -3.656 -2.168
9 C 1.697 -2.527 -1.371
10 C 0.497 -1.874 -1.060
11 P 0.671 -0.376 -0.033
12 C 1.947 -0.783 1.175
13 C 1.543 -1.507 2.300
14 C 2.477 -1.836 3.266
15 C 3.798 -1.431 3.121
16 C 4.195 -0.708 2.005
17 C 3.273 -0.379 1.026
18 C 1.317 0.898 -1.130
19 C 1.349 0.768 -2.515
20 C 1.802 1.826 -3.288
21 C 2.214 3.004 -2.686
22 C 2.165 3.142 -1.304
23 C 1.706 2.097 -0.525
24 H -1.618 -3.891 -2.796
25 H 0.501 -5.040 -3.290
26 H 2.635 -4.135 -2.414
27 H 2.621 -2.125 -0.977
28 H 0.501 -1.777 2.420
29 H 2.174 -2.397 4.138
30 H 4.518 -1.670 3.890
31 H 5.224 -0.398 1.899
32 H 3.575 0.191 0.158
33 H 1.023 -0.150 -2.985
34 H 1.842 1.726 -4.363
35 H 2.569 3.824 -3.293
36 H 2.488 4.063 -0.839
37 H 1.642 2.195 0.553
38 C -4.109 -0.024 3.529
39 S -2.467 0.678 3.491
40 O -2.489 1.630 2.320
41 O -2.157 1.272 4.745
42 O -1.518 -0.397 3.056
43 H -4.800 0.802 3.661
44 H -4.167 -0.708 4.368
45 H -4.268 -0.533 2.585
46 N -3.339 1.556 -0.681
47 C -3.994 2.708 -0.859
48 C -3.044 3.707 -0.933
49 C -1.823 3.054 -0.781
50 N -2.011 1.743 -0.643
51 H -3.713 0.622 -0.604
52 H -5.066 2.750 -0.916
53 H -3.204 4.756 -1.077
54 H -0.829 3.461 -0.799

- multiplicity = 3
- <S²> = 2.01
- frontier orbital gap (spin up / spin down) (eV) = 8.44 / 5.18
- energy relative to the best compared isomer or geometry (same formula, charge and spin) (eV) = 0.0000
- charge = +1
- molar mass (g/mol) = 665.44
- maximum force (eV Å⁻¹) = 3.1

# H4N2O2S2

H4N2O2S2 in the gas phase at a distorted geometry (ωB97M-V/def2-TZVPD, the OMol25 dataset).

CARTESIAN COORDINATES (ANGSTROEM)
1 N 0.937 1.955 0.970
2 N -1.017 -1.741 -1.642
3 O 1.687 -0.127 -0.317
4 O -0.734 0.049 0.390
5 S -0.882 -1.624 -0.109
6 S 0.574 0.803 -0.304
7 H 0.168 2.600 1.395
8 H 1.702 1.714 1.706
9 H -0.226 -1.932 -2.238
10 H -2.210 -1.695 0.148

- multiplicity = 1
- frontier orbital gap (eV) = 9.88
- energy relative to the best compared isomer or geometry (same formula, charge and spin) (eV) = 1.6344
- charge = 0
- molar mass (g/mol) = 128.18
- maximum force (eV Å⁻¹) = 2.9